This record from the OMol25 dataset describes C12H8N2 in the gas phase in a non-equilibrium geometry. The level of theory is ωB97M-V/def2-TZVPD.

## Properties
Calculated total energy, a.u.: -571.36111
SMILES string: Cc1cccc(-c2ccnc3c2=C=3)n1
E_HOMO (alpha / beta), Eh: -0.300 / -0.300

Last column: Mulliken charge in e.
CARTESIAN COORDINATES (ANGSTROEM)
C -0.79448 -0.14872 -2.23106  -1.482
C -0.01904 -0.45069 -0.96237  0.776
C 0.87793 -1.56378 -0.95542  -0.513
C 1.62265 -1.77467 0.11426  -0.439
C 1.46184 -1.02635 1.27646  -0.855
C 0.49691 -0.00847 1.26126  0.250
C 0.23822 0.73372 2.43814  0.672
C -0.67628 1.80358 2.42142  -0.376
C -1.18389 2.32087 3.56201  -0.220
N -1.07708 1.79061 4.77257  -0.594
C 0.00085 1.06779 4.87995  0.229
C 0.69068 0.47601 3.73449  0.698
C 1.42482 0.47640 4.88801  -0.997
N -0.18186 0.28171 0.09545  -0.324
H -1.38497 0.69488 -2.18271  0.376
H 0.00734 -0.02299 -3.06284  0.280
H -1.44941 -0.86861 -2.44846  0.386
H 1.04329 -2.28415 -1.68725  0.400
H 2.29886 -2.56885 0.00970  0.453
H 1.96712 -1.22828 2.13063  0.548
H -1.07548 2.25986 1.52208  0.401
H -1.94993 3.17183 3.68317  0.331